No. 1
{"formula": "C3H7N3O", "method": "ωB97M-V with the def2-TZVPD basis set", "species": ["H", "N", "N", "N", "C", "H", "H", "O", "H", "H", "H", "C", "H", "C"], "positions_angstrom": [[2.707, -1.207, 0.066], [-0.950, 0.049, 0.274], [-3.241, -0.091, 0.227], [1.415, 0.349, 0.575], [2.851, -0.133, 0.271], [3.051, 0.327, -0.709], [-1.997, -0.425, -1.460], [0.447, -0.107, -1.529], [-1.049, 0.272, 1.257], [1.185, -0.003, 1.505], [-4.028, -0.287, -0.387], [0.263, 0.074, -0.360], [1.496, 1.362, 0.676], [-2.151, -0.181, -0.407]], "forces_ev_per_angstrom": [[0.0605, 0.1292, 0.0708], [0.0564, 0.0428, 0.0974], [0.2859, -0.0601, -0.2724], [-0.1623, 0.0990, 0.1359], [-0.1557, -0.1253, -0.3099], [0.0461, -0.0679, 0.1749], [-0.0781, 0.0338, 0.1334], [-0.0929, 0.1295, 0.6364], [0.0783, -0.0358, -0.1172], [0.0287, 0.0406, -0.1067], [0.0615, 0.0138, 0.0695], [0.0726, -0.1361, -0.5185], [-0.0328, -0.0768, -0.0268], [-0.1682, 0.0133, 0.0333]], "spin_multiplicity": 1, "e_above_lowest_ev": 3.7808, "orbital_gap_ev": 7.2, "charge": 0}

No. 2
{"formula": "C5H12N2O3", "method": "ωB97M-V with the def2-TZVPD basis set", "species": ["H", "H", "C", "C", "O", "H", "C", "N", "H", "O", "C", "H", "O", "N", "H", "C", "H", "H", "H", "H", "H", "H"], "positions_angstrom": [[1.791, 1.526, -1.270], [1.845, 2.386, -2.557], [0.907, 0.565, 2.348], [-0.146, 3.771, 0.752], [2.997, 2.392, 1.529], [1.860, 0.104, 2.060], [-0.988, 2.955, 3.001], [1.294, 3.837, 0.919], [-0.634, 4.688, 1.107], [2.418, 1.956, -1.911], [1.817, 2.642, 1.314], [-0.420, 3.611, -0.302], [-1.812, 1.943, 3.538], [0.729, 1.780, 1.580], [-1.323, 1.958, 1.136], [-0.521, 2.545, 1.607], [-1.548, 3.900, 2.904], [0.086, -0.125, 2.121], [1.866, 4.465, 0.372], [0.925, 0.753, 3.432], [-2.028, 2.161, 4.449], [-0.110, 3.144, 3.645]], "forces_ev_per_angstrom": [[0.9610, 0.5999, -0.8852], [0.0485, -0.0920, 0.0479], [0.0830, -0.0188, 0.0044], [0.0348, 0.0200, -0.3132], [-1.0742, 0.0063, -0.5646], [-0.2420, 0.1730, 0.0782], [0.2134, 0.5052, 0.0890], [-0.1913, 0.5258, -0.2609], [0.0959, -0.2267, -0.0975], [-1.0460, -0.5030, 0.8510], [0.5271, -0.9171, 1.4080], [-0.0269, 0.0314, 0.1987], [-0.0415, -0.3032, 0.0109], [0.4242, 0.6204, -0.4575], [0.0971, 0.1902, 0.1617], [0.1302, -0.2508, -0.2339], [0.0712, -0.2172, 0.0995], [0.1843, 0.1500, 0.0840], [-0.0464, -0.2186, 0.1406], [-0.0253, -0.0634, -0.1778], [0.0121, 0.0015, -0.0035], [-0.1894, -0.0127, -0.1798]], "spin_multiplicity": 1, "e_above_lowest_ev": 0.8221, "orbital_gap_ev": 9.7, "charge": 0}

No. 3
{"formula": "C3H4N4O", "method": "ωB97M-V with the def2-TZVPD basis set", "species": ["C", "H", "C", "N", "H", "N", "N", "N", "H", "H", "O", "C"], "positions_angstrom": [[1.108, -0.792, -0.218], [2.242, -0.851, 1.016], [-0.715, 0.603, -0.003], [2.187, -1.396, 0.093], [-1.958, -0.348, -1.470], [-1.247, 1.818, 1.933], [-1.764, 1.262, 0.922], [0.232, -0.742, -1.397], [-0.365, 1.371, 1.992], [0.613, -1.163, -2.361], [0.570, 0.316, 0.601], [-0.904, -0.077, -1.109]], "forces_ev_per_angstrom": [[-0.9596, 2.1750, -1.4153], [1.2248, -1.4471, -0.9062], [-0.7120, 0.6346, 4.4416], [-2.2829, 2.0809, 1.0970], [1.9754, 0.7964, 0.0213], [-2.4758, -1.8007, -1.4082], [2.3579, 0.8707, -1.3079], [4.5188, -3.4602, -1.4393], [2.2801, 0.4121, 0.6663], [-1.5931, 1.3258, 3.2221], [-1.2360, -1.3358, -2.2531], [-3.0977, -0.2518, -0.7182]], "spin_multiplicity": 1, "e_above_lowest_ev": 4.4254, "orbital_gap_ev": 9.0, "charge": 0}

No. 4
{"formula": "C4H7Cl4OPS", "method": "ωB97M-V with the def2-TZVPD basis set", "species": ["C", "H", "Cl", "H", "Cl", "O", "C", "H", "H", "S", "P", "Cl", "H", "H", "H", "C", "C", "Cl"], "positions_angstrom": [[1.747, -0.096, 0.708], [0.305, 0.879, -0.708], [3.171, 0.772, -1.500], [-0.681, 0.001, 2.244], [-4.215, -0.681, 0.997], [-1.884, 0.997, 0.924], [-0.784, 0.102, 1.136], [1.581, -1.008, 0.210], [-3.406, 2.663, -1.586], [-4.213, 2.004, -0.545], [-3.043, 0.247, -0.272], [4.367, -0.431, 0.763], [0.496, 1.726, 0.966], [1.792, -0.303, 1.775], [-1.123, -0.883, 0.810], [0.465, 0.756, 0.494], [3.042, 0.599, 0.265], [3.316, 2.239, 1.020]], "forces_ev_per_angstrom": [[-1.2020, 2.5820, 0.7521], [0.1757, -0.1097, 2.9372], [-0.4041, 0.1307, 0.0315], [0.2642, 0.1709, -0.6657], [-1.2189, -0.7788, 1.0590], [-1.8820, -1.2848, -2.0333], [-0.2322, 0.6183, 0.5762], [0.3921, -1.1967, -0.8252], [-1.1750, -1.3983, 1.7442], [1.0973, 0.8476, -1.5103], [2.9261, 2.7962, 0.6717], [0.6487, -0.4014, 0.3125], [0.3622, 0.3996, -0.1426], [0.4501, -0.0146, 0.1173], [0.7892, -0.3119, -0.3901], [-0.4909, -1.2491, -2.5180], [-0.0042, 0.0310, 0.1829], [-0.4964, -0.8309, -0.2994]], "spin_multiplicity": 1, "orbital_gap_ev": 10.1, "charge": 0}